The following is a quantum chemistry calculation of a cluster of 2 separate species, C5H15N2O in total, from the Open Molecules 2025 dataset.

## Properties
E in eV: -10450.561
HOMO-LUMO gap in eV: 11.479
LUMO in eV: -2.694
Total charge: +1
E_HOMO in eV: -14.172
Molar mass in g/mol: 119.19
ΔE to the lowest compared entry with this formula, charge and spin in kcal/mol: 0.0

Atoms and positions in Å:
C1 1.85826 -1.10096 1.18329
C2 1.27494 1.69539 -1.07287
C3 -2.19768 0.69692 1.21463
C4 0.92315 -1.05551 -0.03099
C5 -0.09597 0.02926 0.11956
N1 0.12796 1.24826 -0.31339
N2 -1.16603 -0.24455 0.83885
O1 -1.22893 -1.45062 -1.70835
H1 2.50059 -1.97486 1.10387
H2 1.28855 -1.18552 2.10656
H3 2.48766 -0.21766 1.24380
H4 1.38318 2.76902 -0.93863
H5 2.18530 1.21322 -0.72628
H6 1.13603 1.48605 -2.13551
H7 -2.68951 1.12152 0.33666
H8 -2.94570 0.17864 1.80642
H9 -1.78027 1.50362 1.82045
H10 1.49586 -0.91260 -0.94401
H11 0.40490 -2.00988 -0.10925
H12 -0.60595 1.93331 -0.19554
H13 -0.78716 -1.76105 -2.50385
H14 -1.28810 -1.20486 1.12019
H15 -2.16918 -1.56936 -1.87322

Here is what Löwdin gives for the atomic charges, in e:
1. C -0.05
2. C -0.02
3. C -0.03
4. C -0.17
5. C -0.33
6. N 0.07
7. N 0.04
8. O -0.03
9. H 0.09
10. H 0.08
11. H 0.08
12. H 0.10
13. H 0.09
14. H 0.10
15. H 0.10
16. H 0.10
17. H 0.10
18. H 0.12
19. H 0.12
20. H 0.15
21. H 0.07
22. H 0.16
23. H 0.07

---

The following is a quantum chemistry calculation of a cluster of 2 separate species, C5H15N2OS in total, from the Open Molecules 2025 dataset.

## Properties
E in eV: -21282.856
HOMO-LUMO gap in eV: 9.076
LUMO in eV: -3.533
Total charge: +1
E_HOMO in eV: -12.609
Molar mass in g/mol: 151.25
ΔE to the lowest compared entry with this formula, charge and spin in kcal/mol: 21.8

Atoms and positions in Å:
C1 1.45298 1.21861 -1.21861
C2 0.75437 1.65753 1.15057
C3 1.35607 -0.55808 0.61101
C4 0.99325 -1.67518 -0.32886
C5 -2.90790 -0.13764 0.35000
N1 0.85853 0.64742 0.06283
N2 -0.50122 -1.76427 -0.43349
O1 -4.23210 -0.11460 0.28341
S1 -2.05245 0.77351 -0.73879
H1 2.37445 1.81981 -0.91261
H2 1.72193 0.18961 -1.76524
H3 0.61896 1.67333 -1.77243
H4 0.24202 2.61727 0.80605
H5 0.29875 1.45620 2.13256
H6 1.73667 2.10533 1.41874
H7 0.99339 -0.84761 1.51855
H8 2.43311 -0.65500 0.67068
H9 1.32498 -2.61603 0.18779
H10 1.47490 -1.68470 -1.27385
H11 -2.63459 -0.62296 1.27242
H12 -0.83074 -1.72398 -1.30083
H13 -0.84388 -2.61371 0.03635
H14 -4.48754 0.37727 -0.55333
H15 -0.14394 0.47786 -0.20289

Here is what Löwdin gives for the atomic charges, in e:
1. C 0.05
2. C -0.04
3. C -0.19
4. C -0.21
5. C -0.61
6. N -0.27
7. N 0.01
8. O -0.01
9. S 0.78
10. H 0.13
11. H 0.14
12. H 0.09
13. H 0.12
14. H 0.11
15. H 0.11
16. H 0.11
17. H 0.15
18. H 0.14
19. H 0.09
20. H 0.09
21. H 0.00
22. H 0.11
23. H 0.13
24. H -0.03